This record from the OMol25 dataset describes a molecular structure, C52H32Cl3CrN5O11S3. The level of theory is ωB97M-V/def2-TZVPD.

Element x y z (Å)
Cr (-1.4735, -1.5189, -1.0950)
C (3.0210, 0.1857, 6.0803)
C (2.5247, -0.0738, 4.6819)
C (3.2606, 0.3334, 3.5762)
C (2.8087, 0.1051, 2.2863)
C (1.5926, -0.5309, 2.0910)
C (0.8410, -0.9455, 3.1825)
C (1.3097, -0.7145, 4.4627)
S (0.9153, -0.8596, 0.4778)
O (-0.2553, -3.7243, 0.3429)
C (2.1824, -0.2150, -0.5862)
C (3.1996, -1.1747, -0.7869)
C (4.2304, -0.9579, -1.6398)
C (4.1694, 0.1509, -2.5067)
C (5.1417, 0.3182, -3.5208)
C (5.0065, 1.2900, -4.4681)
C (3.8605, 2.1003, -4.4601)
C (2.9448, 2.0014, -3.4506)
C (3.1000, 1.0781, -2.3844)
C (2.1871, 1.0204, -1.2433)
C (1.4180, 2.2955, -0.9831)
C (2.1090, 3.4984, -1.4116)
C (3.5230, 3.5896, -1.3628)
C (4.1765, 4.7391, -1.7119)
C (3.4621, 5.8615, -2.1668)
C (2.0968, 5.8239, -2.1900)
C (1.3958, 4.6679, -1.7801)
C (-0.0097, 4.6505, -1.6805)
C (-0.5766, 3.6793, -0.9180)
C (0.1460, 2.5619, -0.4459)
S (-0.3699, 1.9287, 1.2380)
O (0.9165, 2.1756, 1.9422)
C (-1.3481, 3.3472, 1.8005)
C (-0.6903, 4.5158, 2.1497)
C (-1.4239, 5.6185, 2.5486)
C (-2.8138, 5.5553, 2.6200)
C (-3.6358, 6.7767, 2.9256)
C (-3.4462, 4.3488, 2.3473)
C (-2.7211, 3.2445, 1.9322)
H (4.0977, 0.3563, 6.0856)
H (2.7970, -0.6591, 6.7324)
H (2.5381, 1.0710, 6.5010)
H (4.2032, 0.8503, 3.7190)
H (3.3939, 0.4457, 1.4453)
H (-0.1213, -1.4128, 3.0228)
H (0.7119, -1.0298, 5.3101)
H (3.1490, -2.0841, -0.2022)
H (5.0474, -1.6640, -1.7240)
H (5.9849, -0.3625, -3.5448)
H (5.7522, 1.4092, -5.2445)
H (3.6915, 2.7978, -5.2702)
H (2.0614, 2.6141, -3.5015)
H (4.0900, 2.7451, -0.9972)
H (5.2555, 4.7888, -1.6323)
H (3.9927, 6.7589, -2.4609)
H (1.5173, 6.6864, -2.4977)
H (-0.6097, 5.4529, -2.0901)
H (-1.6261, 3.7644, -0.6715)
H (0.3908, 4.5407, 2.0895)
H (-0.9129, 6.5431, 2.7942)
H (-3.0090, 7.6059, 3.2545)
H (-4.3847, 6.5691, 3.6911)
H (-4.1614, 7.0827, 2.0182)
H (-4.5234, 4.2851, 2.4262)
H (-3.2180, 2.3175, 1.6780)
O (-4.3660, -4.1181, -2.2694)
C (-3.7377, -3.3655, -1.5405)
O (-2.9853, -2.4155, -1.9753)
C (-3.9369, -3.5056, -0.0364)
C (-4.8468, -4.4330, 0.3882)
C (-5.2141, -4.5264, 1.7377)
C (-4.7034, -3.6269, 2.6522)
C (-3.7706, -2.6873, 2.2619)
C (-3.2902, -2.6285, 0.8998)
O (-2.3550, -1.8511, 0.5454)
N (-3.3139, -1.7618, 3.2692)
O (-2.4547, -0.9453, 2.9959)
O (-3.8288, -1.8310, 4.3824)
N (-6.1501, -5.5174, 2.1720)
O (-6.5029, -5.5187, 3.3461)
O (-6.5642, -6.3296, 1.3572)
H (-5.2978, -5.0932, -0.3387)
H (-5.0252, -3.6588, 3.6809)
Cl (-4.8727, 3.1978, -2.5222)
C (-3.9176, 1.0849, -3.3103)
Cl (-5.3800, 0.2677, -3.7096)
Cl (-2.9840, 1.6489, -4.6505)
C (-3.1762, 0.5877, -2.2572)
N (-2.5421, 0.2197, -1.3507)
S (0.4401, -0.1543, -5.0765)
C (-0.0694, -0.5994, -3.6328)
N (-0.4538, -0.9397, -2.5770)
O (0.5200, -5.1868, 1.7773)
C (0.3229, -4.9029, 0.6199)
N (-0.5432, -3.2657, -0.9663)
C (-0.2771, -4.0401, -2.0454)
O (-0.5792, -3.6825, -3.1757)
C (0.4315, -5.3243, -1.8122)
C (0.8436, -6.0971, -2.8939)
C (1.5246, -7.2774, -2.6766)
C (1.7739, -7.7164, -1.3762)
C (1.3649, -6.9582, -0.2995)
C (0.7032, -5.7508, -0.5182)
H (0.6251, -5.7282, -3.8871)
H (1.8717, -7.8648, -3.5176)
H (2.2839, -8.6579, -1.2153)
H (1.5496, -7.2660, 0.7208)

Results
* E_tot: -182908.2912 eV
* E_HOMO (alpha / beta): -2.84 / -3.92 eV
* expectation value of S²: 6.03
* ΔE to the lowest compared entry with this formula, charge and spin: 71.3 kcal per mole
* net charge: -2
* multiplicity: 5